(1)
Here is a 16-piece molecular cluster, C18H37BrCl30N overall at a distorted geometry from the Open Molecules 2025 dataset. Energies are from the ωB97M-V functional and the def2-TZVPD basis.

XYZ file:
```
87
Properties=species:S:1:pos:R:3
C -0.67 1.79 -0.41
C -2.13 1.01 -0.62
Br -2.09 -0.53 0.70
C -3.42 2.01 -0.41
N -4.70 1.18 -0.32
H -0.91 2.78 0.19
H 0.10 1.12 0.19
H -0.26 1.99 -1.49
H -2.20 0.63 -1.75
H -3.38 2.66 0.57
H -3.45 2.78 -1.32
H -4.73 0.76 0.64
C 0.84 2.85 -4.27
Cl -0.38 1.58 -4.10
Cl 1.18 3.61 -2.71
H 1.76 2.40 -4.66
H 0.47 3.60 -4.97
C -5.27 -1.48 -2.84
Cl -3.58 -1.99 -2.77
Cl -6.33 -2.84 -3.28
H -5.57 -1.10 -1.87
H -5.38 -0.70 -3.60
C 1.37 7.15 -0.36
Cl -0.36 7.45 -0.16
Cl 1.76 5.45 -0.10
H 1.67 7.43 -1.37
H 1.92 7.76 0.37
C -0.61 -4.51 -1.79
Cl -0.60 -3.23 -3.01
Cl 0.53 -5.80 -2.21
H -0.32 -4.08 -0.83
H -1.62 -4.93 -1.73
C 3.72 9.08 -3.15
Cl 3.85 9.27 -1.40
Cl 3.01 7.51 -3.56
H 3.08 9.87 -3.55
H 4.72 9.14 -3.59
C 2.47 -6.64 0.74
Cl 1.35 -6.78 2.10
Cl 3.68 -5.40 1.03
H 2.97 -7.60 0.59
H 1.90 -6.38 -0.16
C 2.98 -4.50 -4.90
Cl 2.59 -2.78 -4.82
Cl 4.70 -4.75 -5.17
H 2.69 -4.97 -3.95
H 2.41 -4.95 -5.72
C 4.04 6.22 3.35
Cl 3.44 7.00 4.82
Cl 3.78 7.24 1.93
H 5.11 6.03 3.46
H 3.51 5.27 3.21
C -9.17 -3.58 -0.83
Cl -10.52 -4.67 -1.16
Cl -8.57 -3.79 0.82
H -8.36 -3.79 -1.53
H -9.51 -2.55 -0.96
C 2.73 -9.41 4.70
Cl 4.43 -9.91 4.77
Cl 1.68 -10.76 4.27
H 2.44 -9.02 5.68
H 2.63 -8.62 3.95
C -5.92 -3.32 3.79
Cl -4.76 -3.44 2.46
Cl -7.01 -4.71 3.81
H -5.38 -3.28 4.73
H -6.51 -2.41 3.66
C 6.28 -3.36 2.37
Cl 5.89 -1.64 2.44
Cl 8.01 -3.62 2.09
H 6.00 -3.83 3.31
H 5.72 -3.82 1.55
C 4.08 2.30 -7.03
Cl 3.75 4.03 -6.93
Cl 3.09 1.39 -5.88
H 3.85 1.95 -8.05
H 5.14 2.12 -6.81
C -5.72 -5.33 7.37
Cl -6.11 -3.61 7.45
Cl -3.99 -5.58 7.10
H -6.00 -5.80 8.32
H -6.28 -5.79 6.55
C 3.78 10.96 3.48
Cl 3.74 11.09 1.71
Cl 2.45 11.86 4.21
H 3.70 9.90 3.76
H 4.73 11.36 3.84
```

## Properties
Total charge: -1
Gap between HOMO and LUMO (eV): 3.515
F_max (eV Å⁻¹): 2.7

***

(2)
Here is C24H38F6N3NiOSi as an isolated structure at a distorted geometry from the Open Molecules 2025 dataset. Energies are from the ωB97M-V functional and the def2-TZVPD basis.

XYZ file:
```
74
Properties=species:S:1:pos:R:3
Ni 0.49 0.34 -0.23
C 2.49 0.94 3.24
C 1.31 1.85 2.80
N 1.32 2.08 1.37
C 2.45 2.83 0.88
C 2.91 2.25 -0.48
N 2.71 0.81 -0.57
C 3.78 -0.02 -0.04
C 4.01 0.12 1.47
N 2.85 -0.10 2.31
H 3.39 1.54 3.46
H 2.20 0.47 4.18
H 0.38 1.34 3.04
H 1.35 2.79 3.39
H 0.44 2.48 1.05
H 2.23 3.90 0.74
H 3.26 2.77 1.61
H 2.30 2.71 -1.25
H 3.97 2.53 -0.66
H 2.62 0.59 -1.56
H 3.53 -1.07 -0.25
H 4.75 0.20 -0.54
H 4.77 -0.64 1.74
H 4.47 1.09 1.68
H 2.02 -0.33 1.74
C 0.06 -3.26 -1.17
Si -0.05 -1.37 -1.71
C 0.77 -1.56 -3.49
C -1.98 -1.29 -2.00
C -2.62 -1.69 -3.16
C -4.00 -1.62 -3.29
C -4.77 -1.12 -2.25
C -4.15 -0.70 -1.08
C -2.77 -0.79 -0.96
H -0.39 -3.89 -1.93
H -0.46 -3.42 -0.23
H 1.09 -3.59 -1.03
H 0.29 -2.36 -4.04
H 1.82 -1.81 -3.41
H 0.69 -0.66 -4.08
H -2.04 -2.07 -3.99
H -4.48 -1.95 -4.20
H -5.85 -1.06 -2.34
H -4.74 -0.29 -0.27
H -2.29 -0.45 -0.06
C -2.41 -2.78 2.93
C -0.93 -2.43 3.15
C -0.07 -3.68 2.94
C -0.72 -1.90 4.57
C -0.54 -1.42 2.17
C -0.21 -0.59 1.35
H -2.73 -3.57 3.60
H -2.57 -3.10 1.90
H -3.03 -1.90 3.11
H -0.34 -4.46 3.66
H 0.98 -3.43 3.07
H -0.20 -4.07 1.94
H -1.00 -2.65 5.31
H -1.33 -1.01 4.74
H 0.32 -1.63 4.72
C -2.50 2.56 -2.17
C -0.96 2.67 -1.99
O -0.42 2.00 -1.01
C -0.34 2.32 -3.39
F 0.97 2.04 -3.32
F -0.93 1.28 -3.99
F -0.44 3.34 -4.29
C -0.64 4.19 -1.78
F -1.37 5.06 -2.51
F -0.84 4.55 -0.50
F 0.65 4.50 -2.03
H -2.76 1.50 -2.22
H -2.81 3.07 -3.08
H -2.99 3.01 -1.31
```

## Properties
Multiplicity: 3
Total charge: -1
Relative energy (zero: lowest compared OMol25 entry of this formula, charge and spin) (kcal/mol): 15.2
<S²>: 2.008
Gap between HOMO and LUMO (alpha / beta) (eV): 6.387 / 7.907
F_max (eV Å⁻¹): 1.8

***

(3)
Here is C11H18B2BrF4N5O6Ti as an isolated structure at a distorted geometry from the Open Molecules 2025 dataset. Energies are from the ωB97M-V functional and the def2-TZVPD basis.

XYZ file:
```
48
Properties=species:S:1:pos:R:3
Ti 0.20 -0.24 -1.00
C -0.02 4.19 -1.76
C -0.19 2.78 -1.33
N 0.65 1.84 -1.53
O 1.79 2.14 -2.18
B 2.67 0.95 -2.15
F 1.77 -0.19 -2.43
F 3.69 1.06 -3.01
O 3.15 0.66 -0.78
N 2.11 0.21 -0.05
C 2.33 -0.14 1.16
C 3.66 -0.12 1.82
C 1.10 -0.57 1.86
N 0.04 -0.49 1.13
O -1.09 -0.94 1.71
B -2.19 0.09 1.69
F -1.77 1.19 2.44
F -3.32 -0.53 2.15
O -2.47 0.55 0.29
N -1.38 1.07 -0.32
C -1.40 2.31 -0.61
C -2.53 3.23 -0.29
C 1.08 -1.07 3.25
H 0.95 4.33 -2.23
H -0.11 4.86 -0.90
H -0.80 4.46 -2.47
H 4.43 0.13 1.10
H 3.86 -1.10 2.25
H 3.67 0.61 2.63
H -3.21 2.76 0.41
H -3.07 3.46 -1.21
H -2.15 4.16 0.12
H 2.01 -0.83 3.77
H 0.23 -0.65 3.78
H 0.96 -2.15 3.23
N -2.20 -2.06 -0.76
C -1.79 -3.37 -1.25
C -0.74 -3.96 -0.31
C 0.45 -3.07 -0.11
O 1.27 -3.20 0.77
O 0.50 -2.03 -0.96
H -2.68 -2.11 0.13
H -2.78 -1.57 -1.42
H -1.35 -3.22 -2.24
H -2.60 -4.09 -1.36
H -0.38 -4.92 -0.68
H -1.16 -4.14 0.68
Br -1.20 -0.29 -3.04
```

## Properties
Total charge: 0
Relative energy (zero: lowest compared OMol25 entry of this formula, charge and spin) (kcal/mol): 0.0
Gap between HOMO and LUMO (eV): 7.441
F_max (eV Å⁻¹): 1.1

***

Which of these has the highest F_max? C18H37BrCl30N